Entry one
The following is a quantum chemistry calculation of a 2-piece molecular cluster, C3H9N2O overall, from the Open Molecules 2025 dataset.

Last column: natural (NBO) charge in e.
Geometry (Å):
C (2.021, -1.115, 0.263)  -0.59
C (0.926, -0.259, 0.933)  -0.46
C (-0.270, -0.315, 0.056)  -0.51
N (-2.791, 1.193, -0.906)  -0.76
N (-1.717, 1.895, -0.041)  0.06
O (-1.049, 2.701, -0.788)  -0.58
H (2.338, -0.624, -0.588)  0.19
H (2.875, -1.180, 1.008)  0.17
H (1.719, -2.182, 0.080)  0.19
H (1.241, 0.780, 0.969)  0.20
H (0.823, -0.734, 1.939)  0.18
H (0.122, -0.288, -0.974)  0.14
H (-1.160, -1.089, 0.250)  0.14
H (-2.848, 0.276, -0.472)  0.32
H (-2.230, 0.941, -1.728)  0.32

Output
Orbital gap (spin up / spin down): 5.2 / 6.7 eV
LUMO energy (spin up / spin down): 4.021 / 4.154 eV
Net charge: -1

Entry two
The following is a quantum chemistry calculation of a 2-piece molecular cluster, C3H9N2O overall, from the Open Molecules 2025 dataset.

Last column: natural (NBO) charge in e.
Geometry (Å):
C (-1.076, 1.928, 0.722)  -0.62
C (-0.176, 0.755, 0.550)  -0.43
C (-0.658, -0.653, 0.880)  -0.59
N (1.556, -1.524, -1.216)  -0.64
N (1.700, -1.255, -2.421)  0.09
O (2.015, -2.154, -3.236)  -0.66
H (-1.923, 2.013, 0.045)  0.19
H (-1.426, 2.277, 1.701)  0.19
H (-0.505, 2.761, 0.396)  0.20
H (0.635, 0.745, 1.278)  0.19
H (0.395, 0.667, -0.471)  0.26
H (-1.054, -1.089, -0.010)  0.21
H (0.164, -1.203, 1.228)  0.21
H (-1.362, -0.707, 1.678)  0.17
H (1.714, -2.562, -1.122)  0.23

Output
Orbital gap: 6.5 eV
LUMO energy: 3.767 eV
Net charge: -1

Most stable: entry two. Least stable: entry one.